No. 1
Density functional theory data (ωB97M-V/def2-TZVPD) for a structure of composition C25H63LiN3O4 in a non-equilibrium geometry.

Geometry as XYZ:
```
96
C25H63LiN3O4 ωB97M-V/def2-TZVPD
O 1.23 1.44 -3.50
H 4.01 3.16 0.34
H 0.45 -0.56 -3.76
H -0.96 -3.73 -1.72
H 0.74 3.47 -5.21
H 2.34 4.57 -0.60
C 1.38 -3.49 -4.34
H -2.63 -0.16 3.77
C -4.89 0.43 2.27
H -1.13 2.86 7.00
Li 4.17 -1.80 2.67
O 2.95 -0.64 1.64
H 0.53 -3.19 -4.96
H -0.21 0.50 -2.45
H 2.24 -5.49 -2.48
H 4.31 3.16 -3.40
O 1.06 -3.94 -3.01
H -1.34 -6.93 0.63
H 0.44 -6.31 -1.78
H 3.10 -3.97 -2.63
C 2.70 1.58 -3.32
H 1.81 2.98 -1.14
H -1.05 4.05 5.60
C -2.72 1.59 1.64
C 2.21 -0.08 0.62
H -1.59 -4.30 -0.12
H -0.54 -5.18 1.62
N 2.43 4.11 -2.75
H -5.66 -0.53 4.19
C 3.24 3.02 -3.55
H -4.45 -0.47 1.85
H -4.89 2.60 4.05
H -2.21 2.51 1.92
O -2.56 2.59 5.53
H 4.84 3.89 -0.97
H 2.80 -0.01 -0.29
H 3.30 3.26 -4.61
C -0.74 -3.88 -0.66
C 0.54 -3.37 1.98
H 0.50 -3.55 3.05
H -6.85 -0.31 2.87
H 1.29 -0.61 0.37
H 1.20 -5.36 1.60
C -4.36 2.69 3.10
H 3.00 5.79 -3.91
C -1.68 3.43 6.25
N 0.41 -4.79 -0.32
H 0.28 3.54 -2.63
H -4.90 3.11 2.25
H -1.00 0.74 0.53
N -3.69 1.35 2.80
C 0.25 -6.32 -0.70
H 0.56 5.26 -2.67
H 3.17 0.98 -4.09
C -1.87 1.60 4.74
H -5.44 0.93 1.48
C 0.68 0.18 -2.99
C 4.00 3.24 -0.74
H -1.27 0.97 5.39
H -0.48 -2.92 -0.21
H -1.29 0.09 2.16
H 2.50 6.12 -2.21
C 0.88 4.32 -3.10
H -1.24 -7.85 -1.00
H -3.58 3.44 3.17
H 1.98 -4.25 -4.83
H 1.73 0.86 0.88
H 4.12 5.35 -2.58
H 4.34 2.28 -1.13
H 3.11 1.21 -2.39
H -0.16 -2.54 1.88
C 2.18 -4.42 -2.26
C 3.07 5.47 -2.87
H -2.15 4.21 6.85
C 0.62 4.38 -4.61
C 0.38 -4.72 1.26
H 1.33 5.09 -5.02
H -2.00 -6.32 -0.87
C 2.61 3.71 -1.22
H 1.51 -2.86 2.03
C -5.98 0.11 3.37
C -1.76 0.42 1.24
C -3.02 0.81 4.09
C 1.76 -4.14 -0.76
H 1.83 -3.08 -0.51
H 1.98 -2.59 -4.46
H -1.19 1.99 3.98
H 1.29 -0.16 -2.15
C -1.19 -6.91 -0.45
H -3.86 0.71 4.78
H -0.40 4.77 -4.67
H 1.05 -6.93 -0.28
H -6.38 1.01 3.83
H -3.42 1.76 0.81
H 2.48 -4.53 -0.05
H -2.21 -0.51 0.87
```

Output
2S+1: 2
Net charge: +2
Energy: -39789.646 eV

No. 2
Density functional theory data (ωB97M-V/def2-TZVPD) for a cluster of 12 separate species, C25H64BO19 in total in a non-equilibrium geometry.

Geometry as XYZ:
```
109
C25H64BO19 ωB97M-V/def2-TZVPD
H -0.26 5.29 -3.25
H 1.09 5.34 2.64
H -3.78 3.28 -5.52
H 0.35 -1.51 -3.61
H -0.70 1.26 1.85
O 1.04 3.48 -1.34
C -2.79 2.51 -0.65
H -1.46 -5.42 5.04
C 0.71 -1.58 0.66
H -4.26 1.63 -5.49
H -2.37 0.88 2.35
H 5.31 2.87 3.52
C 2.22 -1.37 0.97
H -3.44 2.42 -1.51
H -0.47 -7.15 4.51
C 1.34 2.25 -1.35
H -1.66 3.69 -4.67
O 0.39 -0.75 -0.33
O -3.79 -0.36 -0.39
H 2.55 0.58 4.66
H 3.33 2.15 2.24
H -2.86 -2.73 -2.51
H 3.96 3.31 4.52
H -3.08 -0.59 3.82
H -3.32 2.31 0.28
C -3.14 -1.61 3.44
H -1.86 3.18 3.60
C 2.92 -1.73 -4.79
H -0.01 7.05 -3.20
C 3.58 1.65 3.17
H 7.74 -3.11 1.90
B 1.57 0.06 -0.65
H 0.58 6.04 -1.20
H 0.59 -5.22 2.70
O 1.75 1.86 -3.74
C -0.43 -5.42 4.69
H -6.10 -1.78 -0.25
H -4.50 2.60 -4.10
C -5.21 -2.34 -0.54
O -0.36 6.06 -1.37
H -2.28 -2.17 3.80
H -2.00 0.53 -5.74
H -1.57 6.35 -3.25
H 1.82 4.80 1.01
H -0.29 -2.89 -4.33
H -1.95 -1.63 -1.66
H -1.74 3.43 -1.78
C 0.67 -2.46 -4.03
H -0.66 0.96 -4.75
O -0.08 -2.23 1.39
H 1.00 -3.16 -3.27
C -0.39 -5.32 3.16
O -2.07 3.70 -0.92
H 1.56 0.86 3.26
H 0.10 -3.33 5.06
H 5.08 -2.70 1.59
H -2.08 1.68 -0.69
H 3.54 -1.88 -5.67
O 0.07 -6.60 5.09
H -2.21 -2.03 1.69
O -3.02 -1.67 2.07
H 6.64 -3.55 3.19
H -4.02 -2.08 3.88
H -0.90 -4.38 2.96
O 5.78 -3.33 1.46
H 2.75 -0.67 -4.61
C -2.53 2.05 -4.22
C 1.70 1.44 -2.59
H -0.35 3.86 1.60
C -4.02 -1.56 -1.18
H 3.28 -2.28 -3.92
C 1.58 -2.38 -5.21
H 3.74 0.06 2.15
C 1.00 5.25 1.56
C -1.56 1.37 -5.21
O 1.82 0.17 -2.15
H 6.69 -1.83 2.49
O -1.71 2.88 2.70
H -1.14 2.14 -5.86
H -5.70 -2.77 -1.42
H 2.34 -3.79 -6.35
O 2.68 -0.48 0.14
H 1.18 6.27 1.22
C 0.33 -4.32 5.45
O -0.27 4.71 1.15
H 1.05 -1.94 -6.05
H -0.93 -6.14 2.68
O 4.30 0.45 2.82
C 2.29 1.33 3.92
C -0.59 6.23 -2.79
H 1.41 -4.37 5.59
O 2.84 -1.93 1.83
C -1.47 1.45 2.60
H 4.79 1.83 4.88
H -4.34 -1.14 -2.14
H -1.11 0.98 3.51
C 4.46 2.46 4.05
H -2.65 1.38 -3.37
C 6.76 -2.91 2.33
O -1.96 3.28 -3.86
C -2.82 -2.27 -1.53
O 1.82 -3.72 -5.54
H -4.96 -3.12 0.18
H -0.07 -4.38 6.46
C -3.78 2.39 -4.89
H -2.50 -2.98 -0.76
H 1.81 2.17 4.43
H -3.72 -0.65 0.53
O 1.32 1.47 -0.22
```

Output
2S+1: 2
Energy: -66537.649 eV

No. 3
Density functional theory data (ωB97M-V/def2-TZVPD) for a cluster of 11 separate species, C25H64Cl8O21S7 in total in a non-equilibrium geometry.

Geometry as XYZ:
```
125
C25H64Cl8O21S7 ωB97M-V/def2-TZVPD
C 5.99 -25.17 3.27
H 3.58 -25.43 -0.65
C 11.56 -20.91 3.95
H -1.23 -20.80 0.29
H 6.31 -26.01 2.66
S 4.61 -20.94 8.98
C 11.05 -28.78 5.84
Cl 7.03 -23.69 6.91
O 11.86 -20.84 1.37
O 9.99 -28.05 5.07
H 6.23 -21.67 6.13
O 5.52 -30.21 2.30
Cl 9.78 -24.63 -1.86
H 7.90 -21.44 6.83
S 3.00 -27.54 -1.32
H 4.08 -26.02 3.76
Cl 10.65 -28.11 0.79
H 0.17 -19.12 -1.09
O 7.38 -31.07 0.94
H 10.58 -23.33 -0.08
H -1.15 -25.02 2.51
H 2.97 -19.92 10.46
C 10.03 -25.44 5.47
O 7.09 -28.64 1.19
C 7.78 -19.27 1.81
S 1.10 -21.76 1.65
O 4.38 -22.43 9.65
H 0.54 -20.36 -2.19
H 5.31 -28.39 -0.54
O 6.70 -25.28 0.57
H 11.36 -30.53 6.90
H 7.65 -30.70 3.97
H 4.31 -18.91 9.99
C 8.06 -29.98 3.28
H 5.40 -25.93 5.02
O 1.87 -21.07 2.62
S 7.04 -29.96 1.77
C 9.38 -26.96 1.37
H 2.85 -23.52 10.41
H 10.59 -25.54 4.53
Cl 10.01 -25.46 2.02
C 4.04 -19.93 10.31
H 12.34 -21.60 4.24
H 10.69 -25.39 6.31
C 2.97 -23.97 8.21
H 7.72 -19.67 0.78
C 5.54 -28.24 -1.56
Cl 9.66 -21.69 -1.45
H 4.06 -26.69 0.49
O 4.32 -27.52 -2.06
H 4.43 -24.49 4.60
Cl 0.07 -24.81 4.52
C 2.17 -22.96 0.96
H 7.11 -19.85 2.40
H 10.74 -21.01 4.70
H 8.21 -23.28 1.54
O 2.91 -28.84 -0.69
C 7.24 -22.07 6.24
H 4.75 -28.31 1.61
H 11.36 -28.03 6.59
H 9.95 -30.55 5.86
C 3.04 -23.00 9.45
O 5.44 -24.04 2.37
O 9.44 -20.87 2.31
H -0.54 -22.01 -0.73
S 9.05 -26.89 5.66
C 9.19 -19.45 2.30
H 3.00 -29.96 2.19
O 2.02 -27.12 -2.26
H 3.76 -24.72 8.22
H 2.30 -22.17 9.38
C -0.21 -20.04 -1.50
H 7.77 -22.25 0.20
H 7.00 -21.95 1.68
H 9.38 -24.53 5.45
H 9.90 -29.56 7.30
C -0.12 -25.22 2.79
H 9.39 -19.12 3.32
O -0.12 -22.40 2.03
H 6.55 -29.91 -1.85
H 8.74 -26.74 0.54
C -0.42 -20.98 -0.38
C 5.63 -29.55 -2.28
C 3.24 -26.30 -0.10
H 3.51 -30.07 3.93
H -1.13 -19.78 -2.07
O 3.88 -20.82 7.79
O 5.03 -23.51 0.08
C 10.51 -29.93 6.52
Cl 8.05 -22.06 4.62
H 3.00 -22.59 0.33
C 7.41 -22.75 1.09
H 3.16 -23.31 7.35
C 10.57 -23.18 -1.17
H 8.83 -27.48 2.16
C 4.86 -25.43 4.22
O 7.95 -26.90 4.80
H 9.83 -18.93 1.60
H 4.78 -30.05 -1.92
H 2.71 -28.65 3.15
H 11.85 -28.95 5.18
O 10.71 -22.81 2.46
S 6.04 -24.04 0.90
O 0.94 -20.86 0.39
H 2.65 -23.52 1.72
H 0.55 -24.57 2.23
H 6.85 -24.75 3.79
H 7.48 -18.21 1.78
C 3.46 -29.45 3.03
H 11.56 -23.15 -1.59
H 1.96 -24.37 8.22
C 4.78 -28.94 2.52
H 5.86 -29.50 -3.31
H 2.31 -26.18 0.44
H 9.02 -30.26 2.93
H 4.64 -20.27 11.20
H 11.96 -19.90 3.95
H 6.35 -27.53 -1.63
H 8.06 -29.02 3.75
H 1.59 -23.59 0.31
O 8.89 -27.11 7.08
H 5.39 -28.38 3.23
O 6.00 -20.74 8.97
S 10.94 -21.44 2.36
Cl 0.27 -26.91 2.46
```

Output
Energy: -245982.530 eV
SMILES string: CCOS(C)(=O)=O.CCOS(C)(=O)=O.CCOS(C)(=O)=O.CCOS(C)(=O)=O.CCOS(C)(=O)=O.CCOS(C)(=O)=O.CCOS(C)(=O)=O.ClCCl.ClCCl.ClCCl.ClCCl

No. 4
Density functional theory data (ωB97M-V/def2-TZVPD) for a cluster of 5 separate species, C25H64N4O9 in total in a non-equilibrium geometry.

Geometry as XYZ:
```
102
C25H64N4O9 ωB97M-V/def2-TZVPD
C -3.80 2.31 2.59
H 7.78 -0.92 -3.64
H 3.13 3.98 2.61
C -0.27 -5.08 -2.85
H -2.06 -4.34 -3.11
C 7.77 -2.01 -3.61
H -2.65 -7.08 0.11
H -4.91 1.00 -1.60
H 5.16 -1.50 -0.73
O 7.10 -2.49 -2.46
H -1.64 -0.96 -1.24
H -0.70 4.19 5.63
H 2.95 -1.48 1.92
C -0.31 2.38 0.17
H 2.05 5.26 1.88
O -1.21 -0.26 4.57
C 1.66 -0.97 -0.52
H -1.03 5.90 -3.11
C 0.82 4.30 4.09
H -3.22 4.21 -4.34
H -0.59 -1.41 -4.26
H -1.56 -1.90 3.38
C -1.80 0.73 5.40
C -1.89 -7.44 -0.59
O -1.39 1.57 -0.27
N -3.91 2.75 -1.31
H 0.70 -5.07 -3.34
H 1.72 4.42 4.69
O -1.69 -6.34 -1.40
H 7.76 -0.81 -1.43
C -4.92 1.81 -0.88
H 6.65 -3.32 -0.19
C -0.82 -2.25 -3.61
H -2.54 -0.52 3.02
H -2.81 2.04 2.23
H -1.02 -7.65 0.03
N -1.33 -4.67 -3.72
H 0.52 5.33 3.93
H -3.93 0.72 0.76
H -2.93 -1.58 4.40
O -2.11 -2.04 -2.97
H 2.22 3.69 1.11
H -3.79 3.17 3.27
H 5.33 -1.62 2.19
H 0.34 -6.78 -1.82
O 1.24 3.62 2.94
H -2.16 2.03 -0.59
H 7.34 -2.39 -4.54
H 1.96 -0.07 -1.07
H -1.07 2.06 7.01
H 8.82 -2.32 -3.64
H -0.06 -2.35 -2.83
H -2.40 1.42 4.81
H -1.59 -3.37 -5.38
H -2.03 3.56 -3.29
H -5.67 0.88 0.94
C -2.30 -0.93 -2.10
C 3.50 -1.15 1.03
H -0.47 2.68 1.21
C -4.06 3.04 -2.73
H -0.33 3.22 -0.52
H -2.24 6.56 -4.19
H -0.96 3.26 4.10
C 6.86 -2.26 -0.04
C -0.93 -3.52 -4.52
C -4.77 1.39 0.59
C -0.58 -6.46 -2.31
H 1.07 -1.67 -1.11
O -3.00 5.30 -2.66
N 5.73 -1.37 0.09
N 0.23 2.22 5.38
H -5.92 2.25 -0.97
C 7.67 -1.89 -1.29
C 4.88 -1.81 1.22
H -3.99 3.63 -0.82
H 0.48 1.61 4.62
H 3.62 -0.07 1.10
H 4.64 -2.87 1.28
H -0.10 0.63 6.62
H -2.50 0.19 6.02
H -2.13 0.01 -2.63
H -5.08 3.38 -2.90
H 0.01 -3.71 -5.05
H 8.69 -2.27 -1.26
H -0.27 -4.36 -2.03
C -2.12 -1.09 3.84
H -0.86 -7.23 -3.03
C -2.05 6.27 -3.16
C -0.26 3.53 4.89
H 0.67 1.91 0.12
H -4.01 2.12 -3.32
H 1.09 -0.71 0.37
C -3.01 4.04 -3.28
H -2.10 7.18 -2.57
C 2.21 4.19 2.07
H 7.55 -2.09 0.79
C -0.71 1.43 6.19
H -3.27 -0.96 -1.62
O -4.61 2.57 1.45
O 2.91 -1.65 -0.18
H -4.17 1.41 3.08
H -2.23 -8.33 -1.13
```

Output
Energy: -51343.503 eV
SMILES string: COCCNCCOC.COCCNCCOC.COCCNCCOC.COCCNCCOC.CO
Energy relative to the best compared isomer or geometry (same formula, charge and spin): 40.1 kcal/mol

Q: Which value of energy does entry 1 give?
A: -39789.646 eV

Repeat the second record exactly.
Density functional theory data (ωB97M-V/def2-TZVPD) for a cluster of 12 separate species, C25H64BO19 in total in a non-equilibrium geometry.

Geometry as XYZ:
```
109
C25H64BO19 ωB97M-V/def2-TZVPD
H -0.26 5.29 -3.25
H 1.09 5.34 2.64
H -3.78 3.28 -5.52
H 0.35 -1.51 -3.61
H -0.70 1.26 1.85
O 1.04 3.48 -1.34
C -2.79 2.51 -0.65
H -1.46 -5.42 5.04
C 0.71 -1.58 0.66
H -4.26 1.63 -5.49
H -2.37 0.88 2.35
H 5.31 2.87 3.52
C 2.22 -1.37 0.97
H -3.44 2.42 -1.51
H -0.47 -7.15 4.51
C 1.34 2.25 -1.35
H -1.66 3.69 -4.67
O 0.39 -0.75 -0.33
O -3.79 -0.36 -0.39
H 2.55 0.58 4.66
H 3.33 2.15 2.24
H -2.86 -2.73 -2.51
H 3.96 3.31 4.52
H -3.08 -0.59 3.82
H -3.32 2.31 0.28
C -3.14 -1.61 3.44
H -1.86 3.18 3.60
C 2.92 -1.73 -4.79
H -0.01 7.05 -3.20
C 3.58 1.65 3.17
H 7.74 -3.11 1.90
B 1.57 0.06 -0.65
H 0.58 6.04 -1.20
H 0.59 -5.22 2.70
O 1.75 1.86 -3.74
C -0.43 -5.42 4.69
H -6.10 -1.78 -0.25
H -4.50 2.60 -4.10
C -5.21 -2.34 -0.54
O -0.36 6.06 -1.37
H -2.28 -2.17 3.80
H -2.00 0.53 -5.74
H -1.57 6.35 -3.25
H 1.82 4.80 1.01
H -0.29 -2.89 -4.33
H -1.95 -1.63 -1.66
H -1.74 3.43 -1.78
C 0.67 -2.46 -4.03
H -0.66 0.96 -4.75
O -0.08 -2.23 1.39
H 1.00 -3.16 -3.27
C -0.39 -5.32 3.16
O -2.07 3.70 -0.92
H 1.56 0.86 3.26
H 0.10 -3.33 5.06
H 5.08 -2.70 1.59
H -2.08 1.68 -0.69
H 3.54 -1.88 -5.67
O 0.07 -6.60 5.09
H -2.21 -2.03 1.69
O -3.02 -1.67 2.07
H 6.64 -3.55 3.19
H -4.02 -2.08 3.88
H -0.90 -4.38 2.96
O 5.78 -3.33 1.46
H 2.75 -0.67 -4.61
C -2.53 2.05 -4.22
C 1.70 1.44 -2.59
H -0.35 3.86 1.60
C -4.02 -1.56 -1.18
H 3.28 -2.28 -3.92
C 1.58 -2.38 -5.21
H 3.74 0.06 2.15
C 1.00 5.25 1.56
C -1.56 1.37 -5.21
O 1.82 0.17 -2.15
H 6.69 -1.83 2.49
O -1.71 2.88 2.70
H -1.14 2.14 -5.86
H -5.70 -2.77 -1.42
H 2.34 -3.79 -6.35
O 2.68 -0.48 0.14
H 1.18 6.27 1.22
C 0.33 -4.32 5.45
O -0.27 4.71 1.15
H 1.05 -1.94 -6.05
H -0.93 -6.14 2.68
O 4.30 0.45 2.82
C 2.29 1.33 3.92
C -0.59 6.23 -2.79
H 1.41 -4.37 5.59
O 2.84 -1.93 1.83
C -1.47 1.45 2.60
H 4.79 1.83 4.88
H -4.34 -1.14 -2.14
H -1.11 0.98 3.51
C 4.46 2.46 4.05
H -2.65 1.38 -3.37
C 6.76 -2.91 2.33
O -1.96 3.28 -3.86
C -2.82 -2.27 -1.53
O 1.82 -3.72 -5.54
H -4.96 -3.12 0.18
H -0.07 -4.38 6.46
C -3.78 2.39 -4.89
H -2.50 -2.98 -0.76
H 1.81 2.17 4.43
H -3.72 -0.65 0.53
O 1.32 1.47 -0.22
```

Output
2S+1: 2
Energy: -66537.649 eV

Q: Among the records above, which one has the highest energy?
A: C25H63LiN3O4